ORCA calculation (ωB97M-V/def2-TZVPD) on a structure of composition C31H33AsBrCl3GeN3S4SiV.

The geometry in ORCA input format:
```
! wB97M-V def2-TZVPD RIJCOSX def2/J DEFGRID3
* xyz -1 4
V 0.01770 1.66152 2.35913
S 0.80814 3.75965 6.62728
As 0.88051 3.67490 4.50586
S 1.89711 1.80425 3.72685
S -1.13399 3.30064 3.52401
S 1.88396 5.42301 3.67924
C 1.48422 0.46229 1.03385
Si 1.10016 -0.68278 -0.37501
C -0.64194 -0.84164 -1.25948
N -1.74794 -1.50972 -0.57761
C -1.54671 -2.70903 0.25069
C -2.80928 -3.55219 0.34331
C -3.39749 -3.95757 -1.00823
C -3.33131 -2.81635 -2.07750
C -2.99542 -1.48871 -1.33453
C 1.78268 -2.47395 -0.23391
C 1.67080 -3.37957 -1.32740
C 1.94122 -4.73449 -1.30724
C 2.45474 -5.23187 -0.10222
C 2.62932 -4.40411 1.01053
C 2.30570 -3.03361 0.95638
C 2.15934 0.17809 -1.77625
C 1.65704 1.30611 -2.55732
C 2.42724 1.90621 -3.52235
C 3.70325 1.33240 -3.82785
C 4.14226 0.24128 -3.13926
C 3.36218 -0.33767 -2.16012
H 2.05023 1.30389 0.63711
H 2.07416 -0.04106 1.82982
H -0.43690 -1.28774 -2.26724
H -1.02296 0.20846 -1.51236
H -1.26063 -2.37271 1.23936
H -0.72870 -3.34405 -0.18682
H -3.49604 -2.98879 0.97505
H -2.61834 -4.42786 0.92819
H -4.48068 -4.14828 -0.79471
H -3.02909 -4.89674 -1.45244
H -4.28556 -2.70697 -2.55091
H -2.53965 -3.00459 -2.84817
H -3.81148 -1.33959 -0.65945
H -2.88854 -0.58090 -1.94693
H 1.25951 -3.01734 -2.25384
H 1.67406 -5.34458 -2.19175
H 2.73736 -6.27617 -0.01949
H 3.12596 -4.76731 1.91245
H 2.52470 -2.40961 1.82518
H 0.67541 1.65499 -2.32422
H 2.09525 2.79806 -4.06377
H 4.36983 1.77162 -4.55785
H 5.20197 -0.08516 -3.30647
H 3.71355 -1.13376 -1.61569
Br 3.12465 6.53817 -2.62887
C 2.05233 5.37984 -1.69684
C 2.55088 4.88647 -0.46909
C 1.78927 3.98822 0.26010
C 0.52962 3.57875 -0.22860
C 0.05043 4.10025 -1.40479
C 0.82864 4.96560 -2.17105
N -0.32906 2.66760 0.45185
C -1.65599 2.77706 0.29002
C -2.52064 1.79225 0.82527
C -3.92381 1.86285 0.88078
C -4.59581 0.79852 1.45978
C -3.83551 -0.30543 2.00049
C -2.51524 -0.10470 2.19203
N -1.80991 0.83565 1.57292
H 3.42856 5.26214 0.01689
H 2.14298 3.62764 1.21961
H -0.93620 3.71050 -1.72682
H 0.44167 5.30243 -3.11484
H -2.03818 3.67152 -0.19816
H -4.51952 2.61952 0.37539
H -5.66129 0.67025 1.37644
H -4.25956 -1.31508 2.27410
H -2.02778 -0.75083 2.92364
Cl -0.03292 -2.18607 3.39030
Ge 0.37164 -0.23649 4.47459
Cl -0.69395 -0.71707 6.34560
Cl 2.43773 -0.88049 5.08335
*
```

As for the lowest unoccupied orbital energy (alpha / beta): 0.01 / -0.39 eV. For the energy relative to the best compared isomer or geometry (same formula, charge and spin), the calculation gives 2.605 eV. Its expectation value of S² is 3.798. Its HOMO energy (alpha / beta) is -4.7 / -4.7 eV. The total energy is -12459.060946 a.u. The frontier orbital gap (alpha / beta) is 4.76 / 4.31 eV.

=====

ORCA calculation (ωB97M-V/def2-TZVPD) on the molecule CH2S.

The geometry in ORCA input format:
```
! wB97M-V def2-TZVPD RIJCOSX def2/J DEFGRID3
* xyz 0 1
C 0.09343 -0.01330 -0.02079
S -1.51903 0.00807 -0.00846
H 0.62746 -0.87112 0.01529
H 0.79814 0.87635 0.01395
*
```

As for the lowest unoccupied orbital energy: -0.46 eV. For the energy relative to the best compared isomer or geometry (same formula, charge and spin), the calculation gives 0.162 eV. As for the SMILES: C=S. Its HOMO energy is -9.0 eV. The total energy is -437.438741 a.u. The frontier orbital gap is 8.53 eV.

=====

ORCA calculation (ωB97M-V/def2-TZVPD) on the molecule C12H15IO.

The geometry in ORCA input format:
```
! wB97M-V def2-TZVPD RIJCOSX def2/J DEFGRID3
* xyz 0 3
C -0.32194 -4.08983 -0.54965
C -0.37757 -3.63196 0.82198
C -0.53128 -3.15560 -1.61609
C -0.63206 -2.31052 1.03839
C -0.66512 -1.83576 -1.33831
C -0.71638 -1.38878 -0.03970
C 0.11843 2.33757 0.78255
C 0.05076 0.90431 1.18140
C 0.46639 2.27986 -0.78082
C -0.81918 0.06463 0.32375
C 1.38388 0.16844 1.43341
C 0.13411 3.77215 -1.35950
O -0.35488 1.44041 -1.44779
I -2.81615 0.70442 0.29400
H 0.01886 -5.05834 -0.84779
H -0.25675 -4.40801 1.48345
H -0.14592 -3.57336 -2.57512
H -0.69791 -2.01557 2.01906
H -0.63836 -1.11160 -2.04180
H -0.87562 2.92751 1.01769
H 0.91776 2.85125 1.40430
H -0.61238 0.98536 2.05176
H 1.54561 2.08134 -0.88648
H 1.33869 -0.99615 1.69013
H 2.18084 0.61993 2.08074
H 1.97541 0.07311 0.47286
H 0.79769 4.40789 -0.87476
H -0.98051 4.02653 -1.41382
H 0.51357 3.93078 -2.32385
*
```

As for the lowest unoccupied orbital energy (alpha / beta): 0.60 / -1.94 eV. Its expectation value of S² is 2.012. Its HOMO energy (alpha / beta) is -6.9 / -8.6 eV. The total energy is -838.962364 a.u. The frontier orbital gap (alpha / beta) is 7.46 / 6.64 eV.

=====

ORCA calculation (ωB97M-V/def2-TZVPD) on the molecule CH2O3.

The geometry in ORCA input format:
```
! wB97M-V def2-TZVPD RIJCOSX def2/J DEFGRID3
* xyz 0 1
O -0.43070 -1.89239 -0.14307
C -0.08444 -0.83212 0.21982
O -0.63383 0.36168 0.08424
O 0.13303 1.58564 -0.05304
H 0.71434 -0.74021 0.80430
H 0.30161 1.51740 -0.91226
*
```

As for the lowest unoccupied orbital energy: 0.25 eV. For the energy relative to the best compared isomer or geometry (same formula, charge and spin), the calculation gives 4.787 eV. As for the SMILES: O=COO. Its HOMO energy is -11.1 eV. The total energy is -264.880262 a.u. The frontier orbital gap is 11.36 eV.

=====

ORCA calculation (ωB97M-V/def2-TZVPD) on a structure of composition C6H46O18Y.

The geometry in ORCA input format:
```
! wB97M-V def2-TZVPD RIJCOSX def2/J DEFGRID3
* xyz 1 1
Y 0.15451 -12.99665 -7.07386
C -3.56819 -11.88924 -6.10689
C -2.59933 -12.03868 -4.95570
C -3.15891 -12.99122 -3.91256
O -1.32696 -12.44286 -5.41293
H -3.65396 -12.83322 -6.65161
H -3.24932 -11.10378 -6.79705
H -4.54254 -11.51588 -5.77829
H -2.45478 -11.05685 -4.48313
H -3.08021 -14.03306 -4.25067
H -4.20219 -12.77726 -3.68534
H -2.56105 -12.94597 -2.99959
C 1.83904 -15.37078 -3.87201
C 1.23280 -15.82647 -5.20419
C -0.15218 -16.43605 -4.99286
O 1.23644 -14.86256 -6.19089
H 2.92440 -15.49765 -3.89683
H 1.49708 -15.97717 -3.03370
H 1.64213 -14.31458 -3.68134
H 1.85765 -16.68802 -5.49570
H -0.08727 -17.18263 -4.19284
H -0.54190 -16.98553 -5.85372
H -0.90117 -15.71477 -4.63752
O -1.25999 -12.01813 -8.73189
H -2.16103 -12.43777 -8.92066
H -1.22086 -11.23278 -9.29697
O -0.91130 -8.59269 -4.44680
H -1.84177 -8.53154 -4.14028
H -0.64358 -9.51814 -4.42396
O -4.47575 -9.44241 -1.56875
H -4.67651 -9.51228 -0.62977
H -3.49625 -9.41062 -1.59867
O -1.63222 -10.66600 -1.29803
H -1.73915 -11.05080 -0.42135
H -1.17884 -11.36008 -1.83027
O -6.99664 -13.82078 -3.90835
H -7.63450 -14.32647 -3.38847
H -7.01844 -12.93455 -3.53079
O -1.83920 -9.01023 -7.25987
H -1.61004 -8.36233 -6.57184
H -2.75645 -8.82170 -7.48933
O 1.50527 -12.00088 -5.18704
H 1.28354 -12.00192 -4.21961
H 2.45739 -12.17448 -5.23650
O -7.04508 -8.97957 -4.95494
H -7.19834 -9.33116 -4.07101
H -6.47206 -9.62672 -5.38081
O -6.26336 -14.49374 -8.11524
H -6.07977 -15.33187 -8.55972
H -5.95624 -14.62603 -7.20842
O -4.26150 -13.95049 -0.75125
H -4.11468 -13.00061 -0.86787
H -4.31264 -14.09028 0.20594
O -1.63787 -14.53568 -7.31807
H -1.85309 -15.41596 -7.65943
H -2.19705 -14.39975 -6.52938
O -5.15769 -15.70214 -2.73108
H -4.70010 -15.16926 -2.04966
H -5.18839 -15.12916 -3.50406
O -3.68853 -12.93348 -9.43248
H -4.14030 -13.19093 -8.61147
H -4.32548 -12.35702 -9.87811
O -3.64045 -8.28666 -3.97792
H -4.21603 -8.61082 -3.25958
H -3.90864 -7.36622 -4.09778
O -1.13257 -14.04410 -0.86569
H -2.10154 -14.00715 -0.84514
H -0.83652 -13.56025 -0.08363
O 0.07953 -12.38090 -2.92173
H -0.46032 -12.45706 -3.74470
H -0.08170 -13.20689 -2.42544
*
```

As for the lowest unoccupied orbital energy: -3.69 eV. For the energy relative to the best compared isomer or geometry (same formula, charge and spin), the calculation gives 0.000 eV. Its HOMO energy is -11.4 eV. The total energy is -1648.762644 a.u. The frontier orbital gap is 7.74 eV.

=====

ORCA calculation (ωB97M-V/def2-TZVPD) on a cluster of 2 separate species, C5H11N in total.

The geometry in ORCA input format:
```
! wB97M-V def2-TZVPD RIJCOSX def2/J DEFGRID3
* xyz 0 1
C 2.06041 0.15213 -0.49483
N 1.14934 -0.27334 0.35062
C 0.63292 0.07672 1.67822
C 0.06676 -0.87636 0.72726
C -1.02200 1.42282 -1.13671
C -1.03185 -1.73562 0.23965
H 2.07832 -0.26240 -1.49372
H 0.05582 1.30041 -0.98933
H 2.79644 0.85886 -0.14267
H 0.26314 1.10853 1.76320
H 1.23307 -0.25531 2.53115
H -1.55724 1.32886 -0.18704
H -1.38055 0.65476 -1.82866
H -1.20344 2.41113 -1.56150
H -1.99207 -1.38868 0.63834
H -1.09672 -1.71289 -0.85374
H -0.90307 -2.78042 0.55024
*
```

As for the lowest unoccupied orbital energy: 1.00 eV. For the energy relative to the best compared isomer or geometry (same formula, charge and spin), the calculation gives 3.972 eV. Its HOMO energy is -6.7 eV. The total energy is -251.716544 a.u. The frontier orbital gap is 7.72 eV.